Version P
The following is a DFT calculation (ωB97M-V with the def2-TZVPD basis set) of a molecular structure, C5H10N2.

Values from the calculation:
- HOMO energy: -8.12 eV

Last column: Mulliken charge in e.
Geometry (Å):
C 0.9716 -0.2524 -0.4751  0.210
C 0.9293 1.1845 -0.0908  -0.768
C -0.5004 1.2553 0.2831  -0.366
C -2.0033 -0.7644 0.0392  -0.095
C -0.4510 -0.8356 0.0587  -0.775
H 1.9000 -2.1971 0.5366  0.299
H 2.3467 -0.1633 1.0565  0.336
H 0.8030 -0.5488 -1.5842  0.290
H 1.2990 1.5114 1.0166  0.137
H 1.2057 2.1072 -0.8366  0.310
H -1.0984 1.3701 1.3679  0.296
H -0.5541 2.3380 -0.2559  0.236
H -2.3579 -0.8389 1.2415  0.183
H -2.7857 -1.3537 -0.5972  0.232
H -0.1235 -0.6569 1.0204  0.235
N 2.0251 -0.9497 0.1199  -0.661
N -1.2126 0.2223 -0.3851  -0.101



Version Q
The following is a DFT calculation (ωB97M-V with the def2-TZVPD basis set) of 2 unconnected molecules or ions with the total composition C5H10N2.

Values from the calculation:
- HOMO energy: -8.43 eV
- Structure (SMILES): [H]/N=C/N.C=CC=C

Last column: Mulliken charge in e.
Geometry (Å):
H -1.3949 2.2895 -1.2489  0.176
N -0.5042 1.9431 -0.8710  -0.533
C 0.4321 2.7664 -1.2004  0.066
N 1.6544 2.6703 -0.6106  -0.390
H 0.4331 3.4439 -2.0747  0.250
H 2.3852 3.2359 -0.9931  0.211
H 1.8445 1.8725 -0.0944  0.214
C -1.2516 -1.6440 2.4180  -0.699
C -0.6139 -2.2758 1.3856  -0.151
C -0.2629 -1.6499 0.0764  0.115
C 0.3062 -2.3629 -0.9428  -0.850
H -1.3052 -0.5621 2.4553  0.278
H -1.7697 -2.2322 3.2040  0.224
H -0.3338 -3.3277 1.5136  0.233
H -0.5491 -0.6119 -0.1021  0.328
H 0.4499 -2.0018 -1.9503  0.292
H 0.5297 -3.4029 -0.7591  0.235



Which structure is most stable? version Q, by 8.058 eV over the runner-up.



Version P
The following is a DFT calculation (ωB97M-V with the def2-TZVPD basis set) of a single C5H10N2 molecule.

Values from the calculation:
- HOMO energy: -9.19 eV
- Structure (SMILES): C[C@H]1N[C@H]1[C@H]1CN1

Last column: Mulliken charge in e.
Geometry (Å):
C 0.8843 -0.7691 -1.5456  -1.244
C -0.5030 -0.1619 -1.4415  -0.153
N -1.4848 -0.6793 -0.4330  -0.668
C -0.7925 0.5705 -0.2159  -0.073
C 0.3116 0.8395 0.7555  -0.043
C 0.0316 0.8292 2.2005  -0.467
N 0.7740 -0.2699 1.5728  -0.608
H 0.9633 -1.5109 -2.3431  0.351
H 1.2199 -1.2252 -0.6060  0.386
H 1.5821 0.0474 -1.7570  0.288
H -1.0511 0.0600 -2.3430  0.387
H -1.2291 -1.6513 -0.6196  0.337
H -1.5298 1.3696 -0.3290  0.357
H 1.0871 1.4827 0.3386  0.340
H 0.6173 1.4594 2.8647  0.259
H -0.9969 0.6423 2.5089  0.245
H 0.1162 -1.0328 1.3926  0.305



Version Q
The following is a DFT calculation (ωB97M-V with the def2-TZVPD basis set) of a single C5H10N2 molecule.

Values from the calculation:
- HOMO energy (alpha / beta): -7.69 / -8.66 eV

Last column: Mulliken charge in e.
Geometry (Å):
C -0.4807 0.0317 1.9868  -1.155
C -1.3828 -0.1042 -0.3428  -0.722
C 0.0767 0.2435 0.6917  1.475
N -1.1295 0.2412 -1.6679  -0.487
C 1.0246 -0.8153 0.1977  -0.651
C 2.0632 -0.5977 -0.6019  -0.785
N 0.4081 1.5858 0.5222  -0.719
H 0.1056 1.8995 -0.4056  0.257
H -1.1005 1.2311 -1.8680  0.255
H -0.3530 -0.2487 -2.0958  0.243
H -0.1242 -0.7242 2.6799  0.301
H -1.1887 0.7625 2.3522  0.346
H -1.5522 -1.1676 -0.2262  0.357
H -2.1759 0.4945 0.0907  0.403
H 0.7876 -1.8252 0.5311  0.283
H 2.3301 0.4063 -0.9057  0.311
H 2.6914 -1.4133 -0.9382  0.288



Which structure is most stable? version P, by 1.523 eV over the runner-up.



Version P
The following is a DFT calculation (ωB97M-V with the def2-TZVPD basis set) of a single C4H12N2O molecule.

Values from the calculation:
- HOMO energy: -8.89 eV
- Structure (SMILES): NCCNCCO

Last column: Mulliken charge in e.
Geometry (Å):
N 1.8768 0.4762 2.1174  -0.635
C 0.5885 -0.0641 1.8850  -0.584
C -0.6163 0.2559 0.7997  -0.692
N -0.1151 0.8859 -0.3910  -0.404
C 0.2741 -0.1580 -1.4279  -0.290
C -0.8324 -0.3774 -2.4585  -0.572
O -1.9121 -0.9730 -1.6197  -0.549
H 1.8655 1.4534 2.4314  0.215
H 2.3157 0.0586 2.8745  0.245
H -0.0011 0.0735 2.8076  0.298
H 0.6576 -1.0965 1.7088  0.393
H -1.1583 -0.6750 0.7068  0.256
H -1.3295 0.8425 1.2813  0.459
H 0.8125 1.2311 -0.2437  0.323
H 1.1017 0.1741 -2.0327  0.421
H 0.6398 -1.2239 -1.1298  0.193
H -0.6125 -1.0704 -3.2364  0.345
H -1.1931 0.5306 -2.9576  0.275
H -2.3619 -0.3437 -1.1150  0.303



Version Q
The following is a DFT calculation (ωB97M-V with the def2-TZVPD basis set) of a single C4H12N2O molecule.

Values from the calculation:
- HOMO energy: -8.81 eV
- Structure (SMILES): NCCCNCO

Last column: Mulliken charge in e.
Geometry (Å):
N 1.5526 -2.0136 -0.2442  -0.466
C 1.9557 -0.7722 0.4151  -0.532
C 0.9145 -0.3632 1.4897  -0.748
C -0.4845 -0.2053 0.9364  -0.600
N -0.5912 1.0121 0.1495  -0.301
C -1.8405 1.1996 -0.5486  -0.183
O -1.6959 1.2358 -1.9622  -0.536
H 2.1060 -2.8387 -0.0674  0.187
H 1.4803 -1.8567 -1.2353  0.192
H 1.9716 0.0097 -0.3491  0.278
H 2.9531 -0.7948 0.8556  0.327
H 1.1941 0.5513 2.0073  0.332
H 0.9328 -1.1462 2.2498  0.346
H -0.8586 -1.1217 0.4639  0.415
H -1.1435 -0.1232 1.8119  0.355
H 0.1933 1.1019 -0.4904  0.170
H -2.5684 0.4093 -0.3496  0.269
H -2.3562 2.1293 -0.2756  0.209
H -0.8330 1.3688 -2.3311  0.287



Which structure is most stable? version Q, by 1.515 eV over the runner-up.



Version P
The following is a DFT calculation (ωB97M-V with the def2-TZVPD basis set) of 2 unconnected molecules or ions with the total composition C4H12N2O.

Values from the calculation:
- HOMO energy: -7.85 eV
- Structure (SMILES): CCC/N=C\N.O

Last column: Mulliken charge in e.
Geometry (Å):
C -0.6949 -2.8492 -1.0170  -1.266
C -0.5161 -1.3242 -0.7818  -0.145
C 0.0245 -1.1211 0.6369  -0.748
N 0.6946 0.1328 0.7868  -0.334
C 1.0074 1.3042 0.5601  -0.035
N 2.0078 1.6583 -0.3917  -0.573
H -1.6018 -3.1670 -0.5081  0.316
H 0.1752 -3.3609 -0.6888  0.354
H -0.9306 -3.1081 -2.0523  0.354
H -1.5321 -0.9236 -0.7937  0.240
H 0.1025 -0.8720 -1.5485  0.314
H -0.8379 -1.1354 1.3133  0.279
H 0.7099 -1.8943 0.9739  0.398
H 0.6116 2.1691 1.1049  0.316
H 2.8010 1.0411 -0.2833  0.267
H 2.3948 2.5854 -0.2124  0.282
O -1.9286 2.0178 0.5271  -0.646
H -1.6620 1.1079 0.3360  0.318
H -2.5300 2.2852 -0.1752  0.308



Version Q
The following is a DFT calculation (ωB97M-V with the def2-TZVPD basis set) of a single C4H12N2O molecule.

Values from the calculation:
- HOMO energy: -8.87 eV
- Structure (SMILES): NCNCCCO

Last column: Mulliken charge in e.
Geometry (Å):
N -3.2177 0.1161 0.7015  -0.633
C -2.1677 -0.0996 -0.3106  -0.449
N -0.8310 0.3659 0.0674  -0.396
C 0.1681 -0.2110 -0.8485  -0.580
C 1.4898 0.5625 -0.7281  -0.528
C 2.1284 0.1977 0.6331  -0.741
O 2.4052 -1.2067 0.7435  -0.496
H -3.2638 -0.6341 1.3790  0.252
H -2.9396 0.9513 1.2110  0.247
H -2.4651 0.5254 -1.1496  0.295
H -2.0846 -1.1802 -0.4497  0.366
H -0.6145 0.1528 1.0304  0.224
H -0.1246 -0.1674 -1.8952  0.450
H 0.3405 -1.2619 -0.6219  0.382
H 1.3707 1.6465 -0.7447  0.307
H 2.1669 0.2690 -1.5452  0.312
H 1.4746 0.5014 1.4527  0.335
H 3.0013 0.7788 0.9028  0.322
H 3.1632 -1.3067 0.1720  0.331



Which structure is most stable? version Q, by 0.828 eV over the runner-up.



Version P
The following is a DFT calculation (ωB97M-V with the def2-TZVPD basis set) of 2 unconnected molecules or ions with the total composition C4H12N2O.

Values from the calculation:
- HOMO energy: -8.38 eV
- Structure (SMILES): N/C=C/CCN.O

Last column: Mulliken charge in e.
Geometry (Å):
N -2.8900 0.1357 0.1237  -0.610
C -1.6398 -0.5325 0.3564  -0.249
C -0.5686 -0.5192 -0.4146  -0.189
C 0.5878 -1.4233 0.0624  -0.762
C 1.3045 -0.7883 1.2762  -0.358
N 2.7531 -0.5426 1.0674  -0.552
H -2.9209 0.8474 0.8533  0.265
H -2.7736 0.7108 -0.7071  0.279
H -1.6794 -1.3364 1.1076  0.296
H -0.4010 0.0583 -1.2928  0.238
H 1.3175 -1.4941 -0.7608  0.321
H 0.0149 -2.3361 0.2089  0.369
H 1.3381 -1.4790 2.1354  0.193
H 0.7813 0.0400 1.7660  0.351
H 3.0312 -0.5829 0.0999  0.208
H 3.0607 0.3074 1.5108  0.197
O 0.1204 2.6244 -2.0643  -0.615
H 0.7074 3.3039 -1.6878  0.308
H -0.6888 2.9749 -2.4294  0.311



Version Q
The following is a DFT calculation (ωB97M-V with the def2-TZVPD basis set) of a single C4H12N2O molecule.

Values from the calculation:
- HOMO energy: -8.70 eV
- Structure (SMILES): CN[C@@H](CN)CO

Last column: Mulliken charge in e.
Geometry (Å):
C 1.7932 -0.8917 -1.4235  -0.944
N 0.3404 -1.0784 -1.0483  -0.476
C -0.1075 -0.4652 0.2689  0.321
C 0.7472 0.7015 0.6671  -0.731
N 0.8986 1.6435 -0.3860  -0.557
C -1.6199 -0.0914 0.3486  -0.766
O -2.1895 -0.0174 1.6294  -0.520
H 1.8684 -1.4158 -2.4192  0.337
H 2.3630 -1.4065 -0.6269  0.306
H 1.9575 0.1827 -1.7346  0.296
H 0.0268 -0.4693 -1.8536  0.298
H 0.3327 -1.2429 0.8477  0.315
H 1.7266 0.3248 0.7437  0.463
H 0.4811 1.1828 1.7486  0.276
H 1.7007 2.2556 -0.2717  0.201
H 0.1191 2.2911 -0.2165  0.229
H -2.1883 -1.0083 -0.1959  0.315
H -1.8511 0.8514 -0.0958  0.309
H -2.5720 -0.8815 1.9121  0.328



Which structure is most stable? version P, by 0.833 eV over the runner-up.



Version P
The following is a DFT calculation (ωB97M-V with the def2-TZVPD basis set) of 2 unconnected molecules or ions with the total composition C4H12N2O.

Values from the calculation:
- HOMO energy: -8.60 eV
- Structure (SMILES): N[C@H]1C[C@H](N)C1.O

Last column: Mulliken charge in e.
Geometry (Å):
N -1.0533 -0.0594 0.9166  -0.664
C -0.3507 0.2948 -0.3300  0.214
C 0.9798 1.0012 0.0712  -0.794
C 1.5940 -0.3837 0.3741  -0.127
N 2.9981 -0.5219 0.2726  -0.620
C 0.5887 -0.9727 -0.7108  -0.913
H -1.5478 0.7350 1.3010  0.202
H -1.8893 -0.6351 0.6791  0.259
H -0.9269 0.7732 -1.1260  0.373
H 1.6353 1.3557 -0.7734  0.254
H 0.9763 1.7089 0.9131  0.311
H 1.2526 -0.7951 1.3166  0.414
H 3.2704 -1.4511 0.5712  0.257
H 3.3038 -0.3434 -0.6582  0.228
H 1.0120 -0.9385 -1.7370  0.278
H 0.2181 -1.9712 -0.5480  0.330
O -3.7415 0.6711 -0.4857  -0.628
H -4.4920 0.1281 -0.1520  0.318
H -3.8276 1.4041 0.1055  0.308



Version Q
The following is a DFT calculation (ωB97M-V with the def2-TZVPD basis set) of 2 unconnected molecules or ions with the total composition C4H12N2O.

Values from the calculation:
- HOMO energy (alpha / beta): -8.73 / -8.73 eV

Last column: Mulliken charge in e.
Geometry (Å):
C -0.3231 0.4323 -0.0765  0.452
C -0.2942 -1.2804 0.4675  -0.632
C 0.9226 1.1334 0.4251  -1.569
C -0.4694 -1.2760 1.9708  -1.116
N -0.4706 0.0923 -1.4238  -0.153
N 0.6469 -0.2389 -2.0766  -0.323
O -0.7150 1.9153 -1.6455  -0.640
H -1.6549 1.9743 -1.8539  0.245
H -1.2654 0.7525 0.3524  0.391
H 1.4460 0.3815 -1.9675  0.210
H 0.4623 -0.4845 -3.0393  0.258
H 0.6716 -1.6738 0.1555  0.380
H -1.0948 -1.8181 -0.0349  0.381
H 1.7683 0.4463 0.4801  0.348
H 0.7415 1.5346 1.4188  0.374
H 1.1820 1.9640 -0.2294  0.429
H -1.4262 -0.8358 2.2539  0.308
H -0.4509 -2.2993 2.3543  0.362
H 0.3232 -0.7196 2.4693  0.297



Which structure is most stable? version P, by 2.605 eV over the runner-up.